C4H9ClO2 | ωB97M-V with the def2-TZVPD basis set

Last column: Mulliken charge in e.
Cartesian coordinates (Å):
C (-0.7857, -1.7896, -0.7759)  -0.6728
O (-0.6158, -0.7689, 0.2899)  -0.3514
C (-0.1003, 0.4287, -0.0157)  0.3188
C (-0.0605, 1.1621, 1.3523)  -1.1779
C (1.5524, 0.1246, -0.6122)  -0.3672
O (2.3267, 1.2115, -0.8475)  -0.5187
Cl (2.2440, -0.9954, 0.6610)  -0.1917
H (-1.8623, -2.1117, -0.5620)  0.2424
H (0.0322, -2.5679, -0.5865)  0.2230
H (-0.6815, -1.3012, -1.8027)  0.3232
H (-0.5382, 0.8842, -0.9450)  0.3542
H (-0.8256, 0.8142, 2.0759)  0.3528
H (-0.0808, 2.2187, 1.1082)  0.3067
H (0.8828, 0.8697, 1.8512)  0.2845
H (1.5311, -0.4208, -1.5175)  0.4902
H (2.5571, 1.6399, -0.0072)  0.3841

Values from the calculation:
E_HOMO = -9.1 eV
Electronic energy = -768.41611 Ha
Kohn-Sham gap = 9.930 eV
Maximum force = 3.49 eV/Å
SMILES = CO[C@@H](C)[C@@H](O)Cl